This record from the Open Molecules 2025 dataset describes a single C12H19NO2S molecule. The level of theory is ωB97M-V/def2-TZVPD.

```
35
Properties=species:S:1:pos:R:3:forces:R:3:lowdin_charge:R:1
C -4.8443 -0.7878 0.7165 0.09 -0.10 -0.23 -0.1135
C -3.7237 -1.0035 -0.2930 0.09 0.21 0.23 -0.2652
C -2.4730 -0.2115 0.0808 -0.09 -0.18 -0.35 -0.2065
C -1.3460 -0.4360 -0.9297 -0.39 -0.40 0.26 -0.2046
N -0.0651 0.1194 -0.5434 0.55 -0.49 0.85 -0.2588
C 0.2662 1.4912 -0.8515 0.16 0.53 0.07 -0.2459
C -0.5065 2.5578 -0.0774 0.07 -0.14 -0.11 -0.0741
S 0.5965 -0.4731 0.8705 0.29 0.17 -0.50 0.6715
O 0.1646 -1.8325 1.0068 -0.09 -0.18 -0.24 -0.2731
O 0.3949 0.4126 1.9860 0.22 0.11 -0.16 -0.2861
C 2.3389 -0.4624 0.4485 -0.47 0.09 0.22 -0.2859
C 3.2222 0.3334 1.1511 -0.12 0.08 0.14 -0.0589
C 4.5659 0.3158 0.8122 0.03 -0.03 -0.02 -0.0684
C 5.0058 -0.4968 -0.2205 0.04 0.05 0.05 -0.0765
C 4.1102 -1.2954 -0.9162 -0.12 -0.04 -0.01 -0.0670
C 2.7671 -1.2793 -0.5799 0.05 -0.11 -0.11 -0.0562
H -4.5235 -1.0992 1.7075 -0.01 -0.02 0.14 0.0735
H -5.1223 0.2630 0.7617 -0.06 0.10 0.05 0.0707
H -5.7245 -1.3643 0.4416 -0.13 -0.02 0.05 0.0669
H -4.0634 -0.6991 -1.2865 0.01 -0.07 -0.07 0.1095
H -3.4747 -2.0654 -0.3369 0.02 -0.05 -0.09 0.1112
H -2.1127 -0.5319 1.0598 -0.12 0.04 0.07 0.1056
H -2.7222 0.8482 0.1446 0.02 0.05 0.07 0.1030
H -1.6097 -0.0247 -1.9083 0.11 -0.01 0.02 0.1325
H -1.1862 -1.5128 -1.0336 -0.20 0.05 -0.16 0.1165
H 1.3330 1.5909 -0.6294 -0.03 0.18 -0.20 0.1083
H 0.1310 1.6323 -1.9294 0.12 -0.08 0.09 0.1234
H -0.0455 3.5292 -0.2402 0.01 0.12 -0.02 0.0751
H -1.5402 2.6104 -0.4074 -0.11 0.05 -0.01 0.0636
H -0.4788 2.3243 0.9832 -0.06 0.11 0.06 0.0625
H 2.8413 0.9479 1.9517 0.02 0.10 0.10 0.1131
H 5.2676 0.9321 1.3537 0.04 0.05 0.05 0.1061
H 6.0532 -0.5115 -0.4829 0.08 0.00 -0.02 0.1045
H 4.4601 -1.9294 -1.7168 0.01 -0.06 -0.06 0.1060
H 2.0436 -1.8920 -1.0932 -0.03 -0.12 -0.14 0.1171
```
Forces are in eV/Å.

Properties
- Frontier orbital gap: 9.93 eV
- Energy: -1072.0607 hartree
- Energy above the lowest of the compared OMol25 structures with the same formula, charge and spin: 11.93 kcal/mol
- SMILES: CCCCN(CC)S(=O)(=O)c1ccccc1
- LUMO energy: 0.71 eV

---

This record from the Open Molecules 2025 dataset describes C9H9N7NiOS7 as an isolated structure. The level of theory is ωB97M-V/def2-TZVPD.

```
34
Properties=species:S:1:pos:R:3:forces:R:3:lowdin_charge:R:1
Ni -10.6622 -3.0654 -8.1430 -0.73 0.04 0.21 -0.2761
O -16.4064 -5.3366 -10.8050 1.02 -0.17 -0.11 -0.1268
C -15.3238 -4.8386 -10.5588 0.21 1.52 0.47 -0.9958
S -13.6729 -5.3174 -11.0685 -0.80 -0.94 -0.35 0.8755
C -12.6989 -4.1477 -10.2252 -1.37 1.49 1.12 -1.1966
C -13.4290 -3.1918 -9.5435 0.58 -1.03 -0.87 -1.2231
S -12.6564 -2.0007 -8.5957 -0.51 1.15 0.47 0.4594
S -15.1919 -3.2549 -9.6306 0.33 -1.15 -0.37 0.8510
S -10.9663 -4.1619 -10.1647 0.37 -0.84 -0.85 0.4628
S -7.9331 -2.5743 -4.6825 1.63 -0.31 1.32 0.3798
C -8.7741 -2.6801 -6.0605 -0.65 0.30 -0.20 -1.8964
S -8.5594 -3.5505 -7.4866 1.64 -2.04 -0.88 0.4572
S -10.2121 -1.8280 -6.2170 -2.06 1.56 0.23 0.4141
N -14.7490 -5.9345 -6.0391 0.35 2.04 0.62 0.0962
N -13.5127 -5.7535 -6.6126 4.32 1.34 -2.28 -0.2530
N -12.7551 -6.6702 -7.2660 0.02 0.61 1.30 0.1043
C -11.5767 -6.0205 -7.4823 -2.04 0.37 0.36 -0.2061
N -11.6703 -4.7454 -7.0803 -1.33 0.55 0.11 -0.0667
N -12.8692 -4.4997 -6.5754 -0.25 -3.33 0.26 0.1195
H -15.2521 -6.7490 -6.3363 -0.02 0.10 -0.76 0.0821
H -15.1603 -4.9820 -6.1425 -0.38 -1.47 0.04 0.1136
H -10.6812 -6.3596 -8.0103 -0.73 -0.18 0.28 0.1018
C -6.6486 -1.0776 -8.5892 0.20 1.98 0.17 -0.0433
C -7.1218 0.2956 -8.1609 -0.66 -0.92 1.12 -0.3774
N -6.3076 1.3338 -8.0059 -1.41 -1.14 -0.74 0.0633
C -7.1355 2.2927 -7.5375 0.17 1.54 1.15 -0.2367
C -8.4284 1.8909 -7.2778 1.89 -0.55 -0.97 -0.1074
N -8.3967 0.5763 -7.6941 -0.30 -0.15 -0.51 0.0820
H -6.1358 -0.8436 -9.5430 -0.28 -1.03 0.31 0.0796
H -7.4326 -1.8089 -8.5279 -0.35 -0.15 -0.90 -0.0439
H -5.9582 -1.4236 -7.8284 0.52 0.04 -0.03 0.0722
H -6.6224 3.1971 -7.2973 -0.38 0.88 0.19 0.0637
H -9.2924 2.3997 -6.9088 -0.20 -0.03 0.11 0.0884
H -9.2516 -0.0152 -7.6456 1.22 -0.08 -0.01 0.0827
```
Forces are in eV/Å.

Properties
- Frontier orbital gap (spin up / spin down): 5.17 / 5.62 eV
- Total charge: -2
- Energy: -5102.5725 hartree
- Energy above the lowest of the compared OMol25 structures with the same formula, charge and spin: 0.00 kcal/mol
- Spin multiplicity: 3
- LUMO energy (spin up / spin down): 4.45 / 4.45 eV
- <S²>: 2.010

---

This record from the Open Molecules 2025 dataset describes a 7-piece molecular cluster, C36H68BF3IO20 overall. The level of theory is ωB97M-V/def2-TZVPD.

```
129
Properties=species:S:1:pos:R:3:forces:R:3:lowdin_charge:R:1
C -5.2933 5.7603 2.0009 0.11 0.29 0.12 -0.1289
C -3.7755 5.9833 2.1421 -0.16 -0.18 0.68 -0.2424
C -3.0746 4.7942 2.8926 0.23 1.53 -1.00 -0.1261
C -1.7269 4.5426 2.2067 -0.20 -0.72 -0.70 -0.3614
O -0.7822 5.5493 2.3701 -0.85 -0.21 0.77 -0.0808
B 0.4621 4.9939 1.7417 0.31 0.86 0.67 -0.6210
O 0.2835 3.5309 1.8550 -0.07 -0.34 -0.37 -0.1039
C -0.9617 3.1913 2.5136 2.29 1.54 -1.01 -0.3615
C -0.5304 3.1066 3.9989 -1.14 -0.72 1.08 -0.0915
C -1.1648 1.9446 4.8188 0.33 0.46 0.81 -0.3130
C -1.3313 2.3151 6.3171 0.02 -0.40 -0.77 -0.5948
I -2.8405 1.0050 7.2032 0.35 0.30 0.07 0.6716
C -1.3845 1.9080 1.7637 -0.86 -0.30 0.29 -0.0689
C -2.6023 2.0657 0.8160 -0.02 -0.91 0.49 -0.0804
C -3.3532 0.7488 0.5877 0.92 1.56 0.81 -0.2110
F -3.0391 -0.3614 1.2528 0.76 -0.71 -0.23 0.0893
C -4.3364 0.7350 -0.2621 0.03 -0.61 0.03 -0.3737
F -4.9571 1.8403 -0.5773 -0.44 0.64 -1.22 0.1523
F -4.7601 -0.3339 -0.9019 -1.29 -0.36 0.14 0.1215
H -5.7365 5.3578 2.9234 0.20 0.09 -0.11 0.0649
H -5.5264 5.0456 1.2002 0.05 0.19 0.10 0.0632
H -5.7993 6.7161 1.8048 -0.01 -0.30 -0.18 0.0596
H -3.5860 6.9008 2.7146 -0.10 -0.12 -0.16 0.1019
H -3.3123 6.1520 1.1628 -0.11 -0.16 0.14 0.1055
H -3.7697 3.9495 2.8148 0.42 -0.15 0.38 0.0991
H -2.9150 5.1444 3.9204 -0.12 -0.58 0.02 0.1150
H -1.9062 4.5735 1.1064 -0.36 -0.78 0.20 0.1406
H 1.3645 5.4922 2.4043 0.47 -0.27 0.23 0.0441
H 0.6490 5.3960 0.5994 -0.31 -0.24 -0.50 0.0434
H 0.5558 3.0086 4.0783 -0.17 0.05 -0.40 0.1298
H -0.7719 4.0464 4.5206 0.00 -0.03 -0.44 0.1153
H -0.4518 1.1094 4.8158 -0.57 -0.21 -0.31 0.1061
H -2.1470 1.6349 4.4500 0.28 0.03 -0.22 0.0645
H -1.6839 3.3375 6.4580 -0.01 -0.22 0.11 0.0401
H -0.4065 2.1171 6.8610 -0.27 0.23 0.16 0.0326
H -0.5328 1.6290 1.1375 -0.04 0.11 0.26 0.1259
H -1.5680 1.0410 2.4143 -0.01 0.40 0.10 0.0974
H -3.3521 2.7831 1.1563 0.35 0.10 0.02 0.0994
H -2.2314 2.3699 -0.1678 -0.23 0.27 0.20 0.1307
C -3.2202 -1.5942 -3.0230 -0.05 -0.26 -0.40 -0.0582
C -1.8142 -1.7485 -3.5625 -0.17 0.39 0.39 -0.1963
O -1.6817 -2.9443 -4.3522 0.15 -0.04 -0.20 0.0414
C -2.1508 -2.8703 -5.5939 -0.11 0.01 0.26 -0.5971
O -2.6563 -1.9034 -6.1097 0.12 -0.19 -0.03 0.1104
O -1.9829 -4.0669 -6.1714 0.05 0.10 0.00 0.0064
C -2.5184 -4.1626 -7.4903 -0.07 -0.13 -0.22 -0.0373
H -3.5250 -2.4935 -2.4853 0.09 0.07 0.13 0.0896
H -3.2785 -0.7452 -2.3532 0.14 0.00 -0.02 0.0584
H -3.9360 -1.4444 -3.8323 0.06 0.09 -0.01 0.0812
H -1.1131 -1.8524 -2.7357 0.07 -0.25 -0.13 0.1251
H -1.5072 -0.8749 -4.1382 -0.07 -0.12 -0.16 0.1249
H -2.1457 -3.3626 -8.1256 -0.08 0.07 0.08 0.0704
H -3.6077 -4.1433 -7.4547 0.02 0.13 -0.05 0.1033
H -2.1964 -5.1167 -7.9015 0.07 -0.03 0.20 0.0922
C 3.3196 2.5804 12.2673 -0.29 -0.09 0.13 -0.0608
C 2.8808 3.4793 11.1269 0.47 0.08 0.20 -0.2000
O 1.7062 2.9750 10.4715 -0.11 0.37 0.10 -0.0020
C 0.5547 3.2087 11.1102 -0.02 -0.09 0.05 -0.5996
O 0.4293 3.7956 12.1551 0.03 -0.03 -0.14 0.1247
O -0.4297 2.6575 10.3984 0.10 0.09 0.00 -0.0096
C -1.7204 2.7526 11.0064 -0.42 -0.05 0.03 -0.0374
H 3.4431 1.5533 11.9253 0.15 0.04 -0.02 0.0632
H 4.2641 2.9286 12.6861 0.00 0.02 -0.06 0.0816
H 2.5743 2.5662 13.0629 0.02 0.11 -0.01 0.0780
H 3.6590 3.5140 10.3651 -0.20 -0.09 -0.17 0.1264
H 2.7151 4.5008 11.4695 -0.18 -0.06 0.02 0.1242
H -1.9565 3.7804 11.2754 0.15 -0.02 0.08 0.0968
H -1.7650 2.1093 11.8851 0.05 0.12 0.06 0.0996
H -2.4514 2.4050 10.2805 0.23 -0.06 -0.16 0.0555
C -2.2933 -0.7440 -9.2915 0.11 -0.13 -0.15 -0.0629
C -3.1510 0.2488 -10.0456 -0.01 -0.08 0.56 -0.2012
O -2.7472 0.3510 -11.4213 -0.15 0.05 -0.21 0.0381
C -3.1714 -0.6284 -12.2178 0.14 0.00 0.15 -0.6074
O -3.8602 -1.5637 -11.8943 0.05 0.10 -0.10 0.1168
O -2.6855 -0.4068 -13.4448 -0.09 0.04 0.04 0.0036
C -2.9984 -1.4321 -14.3873 -0.01 -0.18 -0.26 -0.0420
H -1.2351 -0.5013 -9.4081 -0.03 0.11 0.07 0.0883
H -2.5424 -0.7420 -8.2307 0.00 0.00 -0.02 0.0646
H -2.4365 -1.7542 -9.6763 -0.12 0.04 -0.01 0.0619
H -3.0257 1.2423 -9.6175 0.09 0.07 -0.26 0.1239
H -4.2097 -0.0021 -9.9755 0.04 -0.11 -0.18 0.1247
H -4.0681 -1.6322 -14.4148 0.03 -0.05 0.14 0.0950
H -2.4477 -2.3411 -14.1451 -0.13 -0.04 0.04 0.0930
H -2.6859 -1.0846 -15.3690 0.11 0.19 0.13 0.0922
C 5.6820 -3.2241 8.7226 0.01 0.20 0.20 -0.0670
C 4.4834 -3.1979 7.7965 0.41 -0.22 -0.14 -0.2116
O 3.3336 -2.6425 8.4474 -0.11 0.05 -0.10 0.0384
C 3.3099 -1.3085 8.5269 -0.03 -0.03 0.16 -0.5924
O 4.1540 -0.5615 8.0965 -0.18 -0.11 0.09 0.1092
O 2.2070 -0.9502 9.1807 0.11 -0.07 -0.14 0.0240
C 2.0861 0.4603 9.4098 -0.19 0.05 -0.07 -0.0228
H 5.4327 -3.7334 9.6553 0.00 -0.11 -0.08 0.0795
H 6.5204 -3.7375 8.2507 -0.04 -0.01 -0.02 0.0790
H 5.9991 -2.2136 8.9814 0.01 0.00 -0.11 0.0727
H 4.2121 -4.2153 7.5170 -0.24 0.06 0.10 0.1213
H 4.7010 -2.6562 6.8752 -0.05 0.15 0.11 0.1231
H 2.1901 1.0197 8.4822 0.12 -0.03 0.03 0.1088
H 2.8284 0.7817 10.1327 0.12 -0.04 -0.14 0.0714
H 1.0966 0.6417 9.8152 -0.02 -0.26 -0.03 0.0895
C 6.3010 1.0388 6.3518 -0.10 -0.16 -0.25 -0.0604
C 7.7024 0.8177 5.8207 -0.17 0.48 0.39 -0.2120
O 7.7680 -0.3570 4.9974 0.17 -0.09 -0.16 0.0316
C 7.3152 -0.2073 3.7506 -0.13 0.03 0.14 -0.6064
O 6.8854 0.8063 3.2667 0.13 -0.12 -0.01 0.1315
O 7.4088 -1.3906 3.1296 0.08 0.05 0.04 -0.0028
C 6.8798 -1.3921 1.8028 -0.08 -0.10 -0.26 -0.0452
H 5.9375 0.1454 6.8553 0.07 0.07 0.12 0.0509
H 6.2826 1.8732 7.0539 0.04 -0.02 0.01 0.0836
H 5.6040 1.2566 5.5423 0.07 0.10 -0.01 0.0841
H 8.3871 0.6454 6.6511 0.06 -0.26 -0.13 0.1180
H 8.0694 1.6881 5.2751 -0.07 -0.12 -0.18 0.1212
H 7.3125 -0.5922 1.2048 -0.09 0.08 0.09 0.0949
H 5.7947 -1.2986 1.8329 0.03 0.14 -0.03 0.1007
H 7.1392 -2.3476 1.3526 0.07 -0.04 0.20 0.0895
C -1.4691 -5.7527 -12.4104 -0.21 -0.12 -0.17 -0.0625
C -0.0624 -5.8797 -12.9564 -0.13 0.39 0.40 -0.2104
O 0.0777 -7.0534 -13.7696 0.13 -0.04 -0.18 0.0374
C -0.4001 -6.9518 -15.0104 -0.09 -0.01 0.13 -0.6055
O -0.9136 -5.9770 -15.4987 0.09 -0.11 0.01 0.1186
O -0.2236 -8.1288 -15.6203 0.05 0.09 0.03 0.0042
C -0.7641 -8.1894 -16.9403 -0.06 -0.11 -0.26 -0.0443
H -1.7627 -6.6672 -11.8923 0.10 0.04 0.10 0.0816
H -1.5384 -4.9141 -11.7166 0.04 -0.01 0.00 0.0768
H -2.1893 -5.5935 -13.2132 0.06 0.09 -0.01 0.0742
H 0.6425 -5.9937 -12.1338 0.07 -0.24 -0.13 0.1225
H 0.2333 -4.9904 -13.5139 -0.08 -0.11 -0.16 0.1223
H -0.4008 -7.3665 -17.5534 -0.08 0.07 0.09 0.0948
H -1.8530 -8.1805 -16.8989 0.02 0.13 -0.03 0.0984
H -0.4358 -9.1275 -17.3810 0.08 -0.03 0.20 0.0919
```
Forces are in eV/Å.

Properties
- Frontier orbital gap: 5.40 eV
- Total charge: -1
- Energy: -3539.5510 hartree
- LUMO energy: 1.56 eV